DFT (the ωB97M-V functional and the def2-TZVPD basis) results for the molecule C4H6N2O at a distorted geometry.

XYZ file:
```
13
Properties=species:S:1:pos:R:3
O 0.4124 2.1270 0.8399
C 0.3829 1.0249 0.1243
N 1.2358 -0.0007 0.2239
C 0.5628 -1.1553 -0.4199
C -0.8205 -0.5703 -0.7571
C -1.6435 0.0445 0.3264
N -0.6543 0.8804 -0.6946
H 1.8086 -0.0989 1.0504
H 0.5239 -2.0011 0.2756
H 1.1063 -1.4508 -1.3179
H -1.3019 -0.9259 -1.6645
H -0.5630 2.2985 0.7658
H -1.0496 -0.1722 1.2478
```

## Properties
LUMO level, eV: 0.62
Maximum force, Eh/bohr: 0.02466
Charge: 0
E_tot, eV: -9268.78821
ΔE to the lowest compared entry with this formula, charge and spin, kcal per mole: 108.70
Highest occupied orbital energy, eV: -7.479
Frontier orbital gap, eV: 8.099

Results of the Löwdin charge analysis, in e, for atoms 1 through 4:
1 O 0.147
2 C -0.509
3 N 0.115
4 C -0.101